16
Properties=species:S:1:pos:R:3:forces:R:3:mulliken_charge:R:1 method="wB97M-V/def2-TZVPD" e_above_lowest_kcal_mol=29.1 orbital_gap_ev=11.20 smiles="CC1(C)OC(=O)NC1=O" largest_force_ha_per_bohr=0.0727
C 1.201372 -0.707167 -1.168714 0.4 -0.3 0.9 -1.3672
C 0.172192 -0.231944 -0.077455 2.5 0.3 1.0 1.5170
C 0.785026 -0.530915 1.278594 2.3 -1.9 1.6 -1.4069
O -1.132358 -0.869459 -0.141170 0.0 0.2 0.2 -0.3915
C -2.155217 0.065319 -0.064523 2.5 -0.5 -1.1 0.4370
O -3.311644 -0.199969 0.102594 1.5 1.0 -0.3 -0.5035
N -1.418750 1.281193 -0.339226 -2.9 -2.2 0.8 -0.0115
C -0.093120 1.291226 -0.042144 -1.3 -0.7 -1.3 0.1556
O 0.533349 2.299030 0.124972 1.0 -0.5 0.1 -0.5812
H 0.821286 -0.467135 -2.174963 0.2 -0.7 0.3 0.3527
H 1.283065 -1.799780 -0.856732 0.0 1.1 -1.4 0.3536
H 2.290845 -0.271073 -1.084845 -2.4 -0.5 0.2 0.3040
H 0.264947 0.056470 2.037574 0.1 -0.3 0.3 0.3610
H 1.913858 -0.270091 1.321602 -2.0 0.1 -0.3 0.3030
H 0.847911 -1.660735 1.612704 -0.8 2.1 -1.0 0.3152
H -2.002765 2.015034 -0.528265 -1.1 2.8 -0.2 0.1625